{"formula": "C6H17NO", "method": "ωB97M-V/def2-TZVPD", "symbols": ["C", "C", "N", "C", "C", "C", "C", "H", "H", "H", "H", "H", "H", "H", "H", "H", "H", "H", "H", "H", "H", "H", "O", "H", "H"], "positions_angstrom": [[2.0713, 1.7359, -0.4703], [0.9876, 1.5709, 0.4954], [0.9474, 0.2486, 1.0385], [-0.3626, -0.3679, 1.0532], [-0.6225, -1.8140, 0.3629], [0.5097, -2.2089, -0.6855], [-2.0187, -1.8052, -0.2979], [1.7917, 1.3348, -1.4862], [3.1394, 1.4837, -0.1858], [2.3555, 2.8274, -0.6916], [1.1979, 2.1756, 1.3964], [-0.0521, 1.7135, 0.1153], [1.6532, -0.3906, 0.7338], [-0.7250, -0.7959, 2.0146], [-1.2002, 0.2940, 0.6553], [-0.7315, -2.5609, 1.1757], [0.0436, -2.9721, -1.3996], [0.8427, -1.4777, -1.3888], [1.3773, -2.6117, -0.1021], [-2.0799, -2.4124, -1.1918], [-2.3461, -0.8317, -0.4903], [-2.6739, -2.2622, 0.5403], [-1.4917, 3.3561, -0.1427], [-1.9814, 2.6977, -0.6307], [-0.6317, 3.0730, -0.4180]], "forces_ev_per_a": [[2.5, 2.3, -3.0], [-0.3, -0.1, 2.0], [-1.3, -1.9, 0.5], [-2.1, -2.4, 0.1], [1.3, 1.1, -1.9], [-1.4, -2.0, 1.0], [-0.2, -2.1, 2.6], [0.6, 0.0, 1.0], [-1.5, -0.8, 0.1], [-1.2, -1.0, 0.3], [-0.6, 0.7, -0.7], [1.3, 0.4, 0.2], [0.3, 0.0, -0.4], [0.5, 1.8, 0.5], [1.4, -0.4, 0.6], [0.9, 0.2, -0.6], [0.9, 0.4, 1.3], [0.2, 1.2, 0.0], [-0.6, 0.1, -0.9], [-0.1, -0.2, -0.1], [-0.7, 1.4, -0.5], [0.3, 0.8, -1.8], [-0.6, 0.2, -0.1], [-1.0, -0.1, -0.1], [1.2, 0.5, 0.0]], "lowdin_charge": [-0.125, -0.337, -0.074, -0.188, -0.371, -0.080, -0.091, 0.087, 0.094, 0.092, 0.126, 0.076, 0.088, 0.104, 0.108, 0.112, 0.082, 0.044, 0.079, 0.061, 0.030, 0.108, -0.043, 0.032, -0.014], "de_lowest_kj_mol": 251.64, "homo_ha": -0.30440, "e_lumo_ev": 0.741, "smiles": "CCNCC(C)C.O"}


{"formula": "C3H11NO2", "method": "ωB97M-V/def2-TZVPD", "symbols": ["C", "C", "N", "C", "H", "H", "H", "H", "H", "H", "H", "O", "H", "H", "O", "H", "H"], "positions_angstrom": [[0.6865, -1.9341, 0.2946], [-0.2034, -1.2612, 1.0164], [-1.3102, -0.5957, 0.4457], [-1.6117, 0.6438, 1.1921], [0.8244, -1.6498, -0.7469], [1.2135, -2.8545, 0.5034], [-0.3592, -1.4665, 2.0709], [-1.1258, -0.3143, -0.5126], [-1.8759, 0.3293, 2.2028], [-0.9037, 1.4737, 1.1918], [-2.5498, 1.0788, 0.8289], [1.9729, 0.6085, -0.4221], [2.5059, 1.1448, 0.1778], [2.3503, -0.2639, -0.2968], [-0.0425, 1.6495, -2.1330], [-0.2757, 2.2123, -1.4057], [0.8917, 1.4606, -2.1012]], "forces_ev_per_a": [[0.5, -0.1, -1.1], [-1.2, -1.6, -0.3], [1.5, 2.1, 0.6], [-1.7, -0.3, 0.1], [-0.5, -0.1, -0.1], [0.2, 0.4, 1.0], [0.1, 0.0, 0.1], [0.1, -0.4, -0.2], [0.4, 0.3, 0.2], [0.6, -0.4, 0.0], [0.1, -0.2, -0.2], [0.5, 0.6, 0.1], [-0.1, 0.2, -0.1], [-0.2, -0.4, 0.0], [-0.8, -0.3, -1.0], [0.2, 0.3, 0.5], [0.4, 0.0, 0.5]], "lowdin_charge": [-0.041, -0.255, -0.065, -0.133, 0.050, 0.048, 0.106, 0.097, 0.073, 0.069, 0.075, -0.062, 0.055, 0.020, -0.054, 0.015, 0.002], "de_lowest_kj_mol": 127.91, "homo_ha": -0.30992, "e_lumo_ev": 0.624, "smiles": "C=CNC.O.O"}


{"formula": "C6H14N2O2", "method": "ωB97M-V/def2-TZVPD", "symbols": ["C", "N", "C", "C", "O", "H", "H", "H", "H", "H", "H", "H", "C", "N", "C", "C", "O", "H", "H", "H", "H", "H", "H", "H"], "positions_angstrom": [[-1.1988, -0.4470, -2.8585], [-0.0770, -0.1146, -1.9946], [0.0707, 1.2755, -1.8428], [1.2084, 1.8196, -0.9820], [-0.6358, 2.0794, -2.5035], [-1.3492, 0.1983, -3.8132], [-1.3887, -1.6801, -2.9585], [-2.0983, -0.1191, -2.3035], [0.2448, -0.6584, -1.2046], [1.2514, 1.4055, -0.0143], [2.1428, 1.6215, -1.5424], [1.3596, 2.9493, -1.0647], [0.3175, -2.5206, 1.1908], [-0.3156, -1.2190, 1.4732], [0.4165, -0.0787, 2.0055], [-0.3660, 1.0413, 2.7931], [1.4535, 0.1564, 1.4165], [-0.0425, -3.3929, 1.6723], [0.1366, -2.6291, 0.0615], [1.4648, -2.2474, 1.2168], [-1.0135, -1.4596, 2.1602], [0.3871, 1.4288, 3.5256], [-0.7398, 1.9272, 2.2097], [-1.2284, 0.6639, 3.3576]], "forces_ev_per_a": [[-2.6, -2.3, 0.1], [0.5, 2.5, -0.5], [-0.8, 1.7, -1.4], [1.0, 1.5, -2.5], [1.3, -2.0, 1.3], [1.3, -1.6, 1.4], [1.0, 3.5, -0.1], [0.0, -0.3, -0.2], [-0.3, -0.3, -0.4], [0.2, -0.1, 0.9], [-0.2, -0.9, 0.4], [-1.4, -1.3, 0.6], [3.3, 3.1, -4.2], [-0.9, 0.2, 3.6], [-1.3, 0.2, -3.5], [0.8, -0.4, 0.7], [0.5, -0.1, 1.8], [-0.2, -0.4, 1.0], [0.3, -0.5, 1.5], [-2.0, -1.4, 0.3], [-0.9, 0.5, -0.1], [-0.7, -0.2, -0.5], [0.7, -1.2, 0.0], [0.3, -0.1, -0.2]], "lowdin_charge": [-0.135, -0.013, -0.483, -0.006, -0.011, 0.107, 0.134, 0.061, 0.099, 0.008, 0.090, 0.109, -0.092, -0.035, -0.447, 0.002, 0.008, 0.059, 0.082, 0.120, 0.094, 0.089, 0.098, 0.063], "de_lowest_kj_mol": 295.80, "homo_ha": -0.33630, "e_lumo_ev": 0.478, "smiles": "CNC(C)=O.CNC(C)=O"}


{"formula": "C18H20N4O2S", "method": "ωB97M-V/def2-TZVPD", "symbols": ["N", "C", "N", "C", "C", "C", "C", "C", "C", "C", "C", "N", "N", "C", "C", "C", "S", "O", "O", "C", "C", "C", "C", "C", "C", "H", "H", "H", "H", "H", "H", "H", "H", "H", "H", "H", "H", "H", "H", "H", "H", "H", "H", "H", "H"], "positions_angstrom": [[3.2052, -0.2337, -0.9632], [1.9764, -0.3043, -0.3458], [1.5754, -0.2065, 0.9393], [0.1908, -0.3493, 1.0322], [-0.7150, -0.0254, 2.0330], [-0.3430, 0.4454, 3.5161], [-1.4498, 1.3456, 4.1088], [-0.9248, 1.7161, 5.5260], [-0.7925, 0.4876, 6.4075], [0.1899, -0.5410, 5.8199], [-0.0940, -0.8198, 4.3976], [-1.9872, -0.2870, 1.7846], [-2.4328, -0.8178, 0.7235], [-1.6342, -1.1542, -0.3521], [-0.2728, -0.7894, -0.2038], [0.9080, -0.7198, -1.0429], [0.7929, -0.8586, -2.7986], [2.1125, -1.2735, -3.3048], [-0.3132, -1.7418, -3.0293], [0.5490, 0.9160, -3.3255], [-0.7261, 1.4037, -3.2821], [-1.0543, 2.6348, -3.7919], [0.0149, 3.4008, -4.4886], [1.3022, 2.8396, -4.6246], [1.5346, 1.5727, -3.9832], [4.0058, -0.5324, -0.4132], [3.3130, -0.4838, -1.9898], [2.1517, -0.2164, 1.7905], [0.6019, 0.9288, 3.4537], [-2.4446, 0.6993, 4.1889], [-1.6596, 2.1935, 3.4414], [-1.8183, 2.2383, 6.0449], [0.0350, 2.2871, 5.4125], [-0.4577, 0.7881, 7.3618], [-1.7300, 0.0617, 6.5757], [0.3078, -1.4967, 6.4295], [1.2270, -0.3228, 5.9071], [-1.0964, -1.3973, 4.3792], [0.7072, -1.4093, 3.9532], [-2.1874, -1.6279, -1.1426], [-1.5253, 0.8942, -2.8066], [-2.1046, 2.9859, -3.6993], [-0.1651, 4.3949, -4.9687], [1.9814, 3.3911, -5.2095], [2.5512, 1.0613, -4.1626]], "forces_ev_per_a": [[1.5, 0.4, 0.5], [1.1, -1.7, -1.7], [1.1, 1.0, 2.4], [-0.2, 0.0, 0.4], [1.2, -0.5, 1.6], [-1.5, -1.5, -1.8], [-0.4, -1.8, 0.5], [-2.4, 0.8, -0.1], [2.5, -0.2, -1.1], [0.2, -1.1, 1.7], [-2.7, -0.8, -1.3], [0.0, 1.2, 2.3], [-0.3, -1.8, -3.5], [0.2, 1.8, 3.0], [-0.2, -0.3, -1.4], [-3.0, -0.4, -2.6], [2.2, 0.0, 1.2], [-1.2, 0.8, 0.1], [-0.5, 0.7, -0.6], [0.1, -2.4, -0.3], [-1.3, 1.2, 0.3], [1.7, 1.9, -1.5], [-1.0, -1.0, 0.6], [-2.9, -1.1, 2.0], [3.0, 0.6, -2.0], [-0.3, 0.4, -0.1], [-1.0, 0.1, 1.9], [-0.3, 0.3, -1.0], [0.8, 1.0, -0.1], [2.1, 1.4, -0.2], [0.1, -0.1, 0.4], [1.9, 0.3, -0.8], [-1.0, -0.2, 0.5], [0.5, 0.4, 1.2], [-1.7, -0.9, 0.0], [-1.2, 0.7, -0.7], [1.1, 1.6, 0.1], [1.6, 0.5, -0.4], [-0.2, -0.3, -0.1], [0.5, 0.0, -0.4], [-0.4, -0.8, 0.4], [1.1, -0.1, -0.2], [-0.1, -1.1, 0.6], [1.2, 0.2, -0.4], [-1.8, 0.8, 0.5]], "lowdin_charge": [0.137, -0.335, 0.164, -0.139, -0.148, -0.248, -0.171, -0.202, -0.208, -0.228, -0.187, 0.028, -0.002, -0.017, -0.112, -0.215, 0.770, -0.352, -0.283, -0.269, -0.105, -0.040, -0.044, -0.060, -0.066, 0.102, 0.106, 0.177, 0.114, 0.152, 0.109, 0.133, 0.126, 0.092, 0.093, 0.132, 0.091, 0.152, 0.108, 0.101, 0.103, 0.114, 0.107, 0.082, 0.138], "de_lowest_kj_mol": 453.31, "homo_ha": -0.30718, "e_lumo_ev": 0.288, "smiles": "Nc1[nH]c2c(C3CCCCC3)nncc2c1S(=O)(=O)c1ccccc1"}


{"formula": "CH12O4S2", "method": "ωB97M-V/def2-TZVPD", "symbols": ["C", "S", "S", "H", "H", "H", "H", "O", "H", "H", "O", "H", "H", "O", "H", "H", "O", "H", "H"], "positions_angstrom": [[1.2629, -2.3432, 0.5524], [1.2472, -2.0843, -1.2664], [2.5346, -0.5223, -1.5862], [1.3231, -3.4212, 0.5586], [2.2049, -2.0032, 1.0207], [0.3771, -2.0978, 1.1417], [1.6591, 0.1819, -2.2789], [-2.1819, -0.5551, -0.8438], [-2.7828, 0.2211, -0.7855], [-2.0809, -0.8784, 0.1186], [-1.5878, 0.7782, 1.7691], [-0.6480, 0.7437, 1.5714], [-1.6598, 1.5525, 2.3413], [1.1370, 1.1914, 0.8813], [1.7287, 1.9681, 1.0719], [0.6390, 1.5287, 0.1215], [-0.7714, 2.0780, -1.2837], [-0.8601, 1.1328, -1.4215], [-1.5409, 2.5291, -1.6824]], "forces_ev_per_a": [[0.6, -0.5, -0.1], [-0.1, -0.1, 0.6], [0.4, -0.3, 0.0], [0.0, -0.5, 0.3], [-0.6, 0.2, -0.3], [0.1, 0.6, -0.4], [-0.3, 0.6, -0.1], [-0.2, -0.1, 1.8], [0.6, -0.9, 0.3], [-0.3, 1.1, -2.2], [-0.4, 0.1, 0.3], [0.5, 0.0, -0.1], [-0.1, -0.2, -0.1], [0.7, 1.5, 0.2], [-0.8, -1.3, -0.1], [-0.1, 0.0, -0.1], [-0.1, 0.8, -0.2], [-0.5, -0.4, -0.1], [0.7, -0.6, 0.3]], "lowdin_charge": [-0.465, 0.362, 0.313, 0.000, 0.042, 0.025, -0.227, -0.117, 0.045, 0.071, -0.068, -0.014, 0.047, -0.102, 0.086, -0.003, -0.065, 0.005, 0.066], "de_lowest_kj_mol": 82.44, "homo_ha": -0.30556, "e_lumo_ev": 0.367, "smiles": "CSS.O.O.O.O"}


{"formula": "C3H6FN3", "method": "ωB97M-V/def2-TZVPD", "symbols": ["N", "N", "C", "C", "F", "C", "N", "H", "H", "H", "H", "H", "H"], "positions_angstrom": [[1.6617, -0.2922, -0.6753], [0.9040, 0.0076, 0.5309], [-0.3203, -0.9374, 0.5961], [-1.3598, -0.0761, -0.0003], [-2.5080, -0.5685, -0.4687], [-0.8678, 1.1637, -0.1221], [0.3312, 1.3074, 0.4917], [0.9722, -0.5767, -1.4177], [2.3819, -0.9219, -0.3224], [-0.5202, -1.1036, 1.7446], [-0.0821, -1.9150, 0.1965], [-1.5614, 2.0203, -0.5534], [0.9687, 1.8924, 0.0002]], "forces_ev_per_a": [[-1.4, 1.1, 0.4], [0.1, -2.5, 0.3], [0.9, 0.9, 3.4], [1.0, 0.3, -0.8], [-0.3, 0.1, 0.0], [-5.2, 1.2, -1.8], [1.1, 0.2, 0.3], [1.6, -0.3, 0.8], [-0.5, -0.2, -1.0], [0.3, 0.2, -1.9], [0.0, 0.0, -0.4], [2.0, -1.6, 1.1], [0.6, 0.6, -0.3]], "lowdin_charge": [0.019, -0.213, -0.096, -0.330, 0.059, -0.115, -0.019, 0.093, 0.078, 0.145, 0.104, 0.167, 0.107], "de_lowest_kj_mol": 293.96, "homo_ha": -0.29655, "e_lumo_ev": 0.993, "smiles": "NN1CC(F)=CN1"}